Run one
C4H9O2 | ωB97M-V with the def2-TZVPD basis set

Its highest occupied orbital energy is -2.72 eV. As for the charge: -1. The value obtained for the orbital gap is 7.0056 eV.

Structure (XYZ):
```
15
C4H9O2 (ωB97M-V with the def2-TZVPD basis set)
C 0.208 0.438 2.280
O -1.146 0.303 1.929
H 0.288 0.588 3.362
H 0.786 -0.446 1.989
H 0.667 1.298 1.785
C 1.370 -0.508 -1.113
C 0.018 -0.603 -0.951
O -0.600 -1.339 -0.099
C -0.881 0.242 -1.849
H 1.783 0.161 -1.856
H 2.058 -1.087 -0.507
H -1.181 -0.385 1.225
H -0.335 0.994 -2.415
H -1.420 -0.386 -2.568
H -1.615 0.731 -1.212
```

***

Run two
C4H9O2 | ωB97M-V with the def2-TZVPD basis set

Its highest occupied orbital energy is -3.81 eV. As for the charge: -1. The value obtained for the orbital gap is 7.5305 eV.

Structure (XYZ):
```
15
C4H9O2 (ωB97M-V with the def2-TZVPD basis set)
C -1.763 -0.262 -1.366
C -1.065 0.929 -2.086
O -0.974 2.014 -1.467
O -0.733 0.648 -3.255
H -2.588 -0.031 -0.682
H -0.949 -0.873 -0.971
H -2.344 -0.893 -2.049
C 1.099 0.383 1.023
C 1.487 -0.759 1.992
H 1.449 0.103 0.033
H 0.033 0.563 0.882
H 1.530 1.347 1.287
H 1.802 -1.617 1.397
H 0.676 -1.059 2.653
H 2.341 -0.492 2.609
```

***

Run three
C4H9O2 | ωB97M-V with the def2-TZVPD basis set

Its highest occupied orbital energy is -2.84 eV. As for the charge: -1. The value obtained for the orbital gap is 7.2589 eV.

Structure (XYZ):
```
15
C4H9O2 (ωB97M-V with the def2-TZVPD basis set)
O -1.399 -1.007 0.092
C -1.381 0.106 0.875
C 0.068 0.468 1.306
C 1.381 0.409 0.338
C 0.754 0.583 -1.089
O 0.597 -0.679 -1.557
H -1.893 1.059 0.412
H -1.950 -0.097 1.867
H 0.159 1.445 1.684
H 0.262 -0.157 2.221
H 2.089 1.159 0.518
H 1.729 -0.651 0.442
H -0.057 1.281 -1.002
H 1.434 1.080 -1.785
H -0.284 -1.023 -1.222
```

***

Stability, lowest: run three

***

Run one
C10H13NO3 | ωB97M-V with the def2-TZVPD basis set

Its highest occupied orbital energy is -9.01 eV. As for the charge: 0. The value obtained for the orbital gap is 9.0126 eV.

Structure (XYZ):
```
27
C10H13NO3 (ωB97M-V with the def2-TZVPD basis set)
C 2.914 1.685 0.539
C 1.934 1.371 -0.449
C 0.498 1.542 0.148
C -0.354 1.044 -0.984
O -0.509 1.648 -2.027
C -1.079 -0.319 -0.867
N -1.983 -0.710 -1.985
O -1.557 -1.581 -2.716
O -3.101 -0.255 -1.961
C -0.014 -1.494 -0.653
C -0.085 -2.295 0.439
C -0.797 -2.239 1.659
C -1.582 -1.163 1.690
C -1.911 -0.208 0.507
H 2.872 2.651 0.975
H 3.918 1.584 0.170
H 2.804 0.997 1.324
H 2.094 0.393 -0.798
H 1.900 1.981 -1.320
H 0.379 0.997 1.073
H 0.192 2.565 0.444
H 0.392 -1.923 -1.610
H 0.708 -3.127 0.339
H -0.609 -2.929 2.431
H -2.180 -0.832 2.530
H -3.026 -0.281 0.202
H -1.819 0.898 0.901
```

***

Run two
C10H13NO3 | ωB97M-V with the def2-TZVPD basis set

Its highest occupied orbital energy is -8.21 eV. As for the charge: 0. The value obtained for the orbital gap is 8.8351 eV.

Structure (XYZ):
```
27
C10H13NO3 (ωB97M-V with the def2-TZVPD basis set)
C -1.950 0.335 1.617
N -1.967 -1.050 0.984
C -2.438 -0.745 -0.349
C -1.318 0.045 -1.073
O -1.400 1.406 -0.556
C -0.128 1.978 -0.732
C 0.757 0.779 -0.364
C 0.115 -0.436 -0.850
C 0.766 -1.623 -0.888
C 2.008 -1.654 -0.202
C 2.653 -0.552 -0.004
O 3.926 -0.541 0.578
C 2.115 0.805 -0.001
O 2.650 1.981 0.279
H -2.027 0.294 2.738
H -2.780 1.003 1.337
H -1.007 0.768 1.240
H -2.953 -1.461 1.441
H -2.795 -1.634 -1.003
H -3.358 0.068 -0.157
H -1.305 0.081 -2.104
H 0.148 2.359 -1.732
H -0.263 2.688 0.120
H 0.507 -2.711 -1.448
H 2.464 -2.584 -0.133
H 4.061 -1.484 0.376
H 3.520 1.885 0.885
```

***

Stability, lowest: run one

***

Run one
C3H4O | ωB97M-V with the def2-TZVPD basis set

Its highest occupied orbital energy is -9.13 eV. As for the charge: 0. The value obtained for the orbital gap is 10.0698 eV.

Structure (XYZ):
```
8
C3H4O (ωB97M-V with the def2-TZVPD basis set)
C 0.664 0.151 1.256
C -0.094 0.245 0.220
C -0.479 -0.396 -1.096
O -0.826 1.116 -0.395
H 0.818 0.792 2.082
H 1.153 -0.835 1.322
H 0.133 -0.080 -1.927
H -1.367 -0.992 -1.462
```

***

Run two
C3H4O | ωB97M-V with the def2-TZVPD basis set

Its highest occupied orbital energy (alpha / beta) is -7.89 / -7.89 eV. As for the charge: 0. The value obtained for the orbital gap (alpha / beta) is 6.6304 / 6.6221 eV.

Structure (XYZ):
```
8
C3H4O (ωB97M-V with the def2-TZVPD basis set)
C 1.472 0.482 0.152
C 0.681 -0.538 -0.167
C -1.406 0.443 -0.003
O -0.655 -0.565 0.075
H 2.455 0.029 0.013
H 0.978 -1.602 -0.003
H -1.033 1.491 -0.182
H -2.491 0.261 0.115
```

***

Run three
C3H4O | ωB97M-V with the def2-TZVPD basis set

Its highest occupied orbital energy is -9.26 eV. As for the charge: 0. The value obtained for the orbital gap is 10.4397 eV.

Structure (XYZ):
```
8
C3H4O (ωB97M-V with the def2-TZVPD basis set)
C -0.502 -0.207 0.515
C 0.132 0.858 -0.338
O -0.790 0.453 -1.548
C 0.037 -0.422 -0.884
H -1.605 -0.060 0.594
H 0.079 -0.472 1.433
H 0.906 1.873 -0.341
H 0.490 -1.296 -1.278
```

***

Run four
C3H4O | ωB97M-V with the def2-TZVPD basis set

Its highest occupied orbital energy (alpha / beta) is -7.27 / -10.23 eV. As for the charge: 0. The value obtained for the orbital gap (alpha / beta) is 6.8061 / 10.4215 eV.

Structure (XYZ):
```
8
C3H4O (ωB97M-V with the def2-TZVPD basis set)
C -0.465 -0.056 1.985
C -0.055 -0.026 0.807
C 0.816 0.168 -0.258
O 1.006 1.275 -0.875
H -1.015 -0.063 2.960
H -0.481 -1.343 -1.955
H 1.374 -0.587 -0.749
H 0.361 1.910 -0.797
```

***

Stability, lowest: run four

***

Run one
C2H5P | ωB97M-V with the def2-TZVPD basis set

Its highest occupied orbital energy is -9.07 eV. As for the charge: 0. The value obtained for the orbital gap is 9.1720 eV.

Structure (XYZ):
```
8
C2H5P (ωB97M-V with the def2-TZVPD basis set)
C -0.284 -0.407 -0.205
C -1.167 0.274 -1.201
P 0.528 0.960 -0.710
H 2.329 0.097 2.983
H -0.402 -1.374 0.117
H -1.335 -0.250 -2.139
H -2.101 0.707 -0.939
H 2.433 -0.007 2.094
```

***

Run two
C2H5P | ωB97M-V with the def2-TZVPD basis set

Its highest occupied orbital energy (alpha / beta) is -9.64 / -8.51 eV. As for the charge: 0. The value obtained for the orbital gap (alpha / beta) is 9.0141 / 8.0836 eV.

Structure (XYZ):
```
8
C2H5P (ωB97M-V with the def2-TZVPD basis set)
C -0.966 -1.288 -0.017
C 0.331 1.161 0.114
P -1.305 0.289 -0.001
H -1.474 -2.218 -0.076
H 1.498 -1.943 -0.454
H 0.360 1.704 1.061
H 1.120 0.413 0.071
H 0.437 1.883 -0.697
```

***

Stability, lowest: run two

***

Run one
C15H14AsF5LiO9PS | ωB97M-V with the def2-TZVPD basis set

Its highest occupied orbital energy is -3.06 eV. As for the charge: -2. The value obtained for the orbital gap is 7.6125 eV.

Structure (XYZ):
```
47
C15H14AsF5LiO9PS (ωB97M-V with the def2-TZVPD basis set)
Li -0.094 -0.153 -0.727
O -2.921 -2.794 0.713
As -3.146 -1.257 -0.151
O -4.610 -1.301 -0.875
O -1.774 -0.965 -1.007
C -3.315 0.017 1.358
C -4.583 0.584 1.463
C -4.898 1.477 2.476
C -3.939 1.817 3.418
C -2.671 1.261 3.334
C -2.357 0.373 2.314
S -0.668 -0.240 2.283
O -0.050 0.444 1.140
O -0.073 0.148 3.551
O -0.761 -1.687 2.107
H -2.131 -2.642 1.265
H -5.318 0.296 0.720
H -5.894 1.904 2.527
H -4.170 2.512 4.218
H -1.904 1.502 4.057
C 4.713 -3.008 0.851
O 3.677 -2.580 -0.006
P 2.526 -1.587 0.665
O 3.223 -0.161 0.345
C 2.954 0.950 1.210
O 1.514 -1.640 -0.605
C 0.738 -2.841 -0.760
H 5.598 -2.377 0.729
H 4.973 -4.036 0.593
H 4.406 -2.976 1.903
H 2.361 1.679 0.663
H 3.914 1.380 1.503
H 2.389 0.651 2.093
H 0.113 -2.700 -1.636
H 0.091 -2.993 0.105
H 1.401 -3.698 -0.903
F 2.609 -0.003 -3.111
C 1.727 1.030 -3.277
C 0.658 1.176 -2.427
C -0.135 2.263 -2.716
F -1.223 2.544 -1.942
C 0.085 3.146 -3.761
F -0.725 4.207 -4.002
C 1.175 2.942 -4.585
F 1.422 3.785 -5.615
C 2.012 1.870 -4.342
F 3.082 1.680 -5.156
```

***

Run two
C15H14AsF5LiO9PS | ωB97M-V with the def2-TZVPD basis set

Its highest occupied orbital energy is -3.41 eV. As for the charge: -2. The value obtained for the orbital gap is 8.1459 eV.

Structure (XYZ):
```
47
C15H14AsF5LiO9PS (ωB97M-V with the def2-TZVPD basis set)
Li -0.123 0.778 0.995
O -1.242 2.269 3.855
As -2.040 2.794 2.370
O -2.532 4.343 2.584
O -1.077 2.433 1.065
C -3.671 1.699 2.305
C -4.828 2.471 2.174
C -6.077 1.886 2.040
C -6.190 0.502 2.048
C -5.055 -0.275 2.192
C -3.797 0.313 2.314
S -2.469 -0.888 2.480
O -2.712 -1.522 3.760
O -2.635 -1.770 1.330
O -1.204 -0.144 2.429
H -0.967 1.347 3.710
H -4.707 3.548 2.180
H -6.959 2.507 1.930
H -7.161 0.028 1.944
H -5.124 -1.355 2.199
C -4.110 -1.532 -1.469
O -3.042 -0.727 -1.961
P -2.526 0.482 -0.968
O -0.966 0.001 -0.723
C -0.486 -1.343 -0.837
O -2.268 1.549 -2.182
C -2.037 2.911 -1.808
H -4.473 -2.125 -2.309
H -4.930 -0.914 -1.090
H -3.775 -2.183 -0.662
H 0.478 -1.298 -1.340
H -1.180 -1.951 -1.413
H -0.371 -1.768 0.159
H -2.067 3.494 -2.729
H -1.079 3.029 -1.307
H -2.814 3.268 -1.127
F 2.194 -0.126 3.224
C 2.770 -0.061 1.988
C 2.023 0.297 0.891
C 2.747 0.328 -0.276
F 2.147 0.683 -1.457
C 4.095 0.024 -0.389
F 4.757 0.068 -1.571
C 4.789 -0.330 0.752
F 6.108 -0.624 0.687
C 4.121 -0.375 1.961
F 4.811 -0.721 3.074
```

***

Stability, lowest: run one

***

Run one
C7H15N2 | ωB97M-V with the def2-TZVPD basis set

Its highest occupied orbital energy is -12.59 eV. As for the charge: +1. The value obtained for the orbital gap is 9.8322 eV.

Structure (XYZ):
```
24
C7H15N2 (ωB97M-V with the def2-TZVPD basis set)
C -0.008 1.222 0.918
C -1.373 0.930 0.329
C -1.533 -0.621 0.438
C 0.597 -0.944 0.191
C -1.299 1.581 -1.170
C 1.415 -2.076 -0.336
C 2.395 0.508 0.868
N 0.990 0.208 0.628
N -2.384 -1.299 -0.319
H 0.375 2.033 0.439
H -0.025 1.366 1.964
H -2.271 1.471 0.835
H -1.440 -0.976 1.477
H -2.186 2.210 -1.351
H -1.156 0.838 -1.893
H -0.514 2.190 -1.249
H 2.577 -1.845 -0.286
H 1.043 -2.138 -1.434
H 1.172 -2.953 0.199
H 2.523 1.152 1.795
H 2.983 -0.350 1.205
H 2.817 0.962 -0.072
H -2.820 -0.911 -1.154
H -2.430 -2.294 -0.180
```

***

Run two
C7H15N2 | ωB97M-V with the def2-TZVPD basis set

Its highest occupied orbital energy is -13.42 eV. As for the charge: +1. The value obtained for the orbital gap is 10.6445 eV.

Structure (XYZ):
```
24
C7H15N2 (ωB97M-V with the def2-TZVPD basis set)
C -2.297 1.814 -0.167
C -1.057 1.565 0.204
C 1.562 -0.466 1.352
C 1.653 -0.335 -0.168
C 0.364 0.301 1.760
C 0.370 -0.502 -0.865
C -0.311 -1.931 -0.922
N 0.123 0.214 -1.924
N -0.575 0.358 0.580
H -2.660 2.841 -0.333
H -3.234 1.208 -0.040
H -0.391 2.383 -0.009
H 1.425 -1.547 1.715
H 2.485 0.029 1.896
H 1.955 0.660 -0.426
H 2.521 -1.066 -0.493
H -0.162 -0.137 2.551
H 0.637 1.363 2.063
H -1.298 -2.065 -1.293
H -0.310 -2.496 0.115
H 0.276 -2.625 -1.537
H -0.459 -0.188 -2.664
H 0.635 1.014 -2.185
H -1.253 -0.392 0.792
```

***

Stability, lowest: run one